12
Properties=species:S:1:pos:R:3:forces:R:3:lowdin_charge:R:1 method="wB97M-V/def2-TZVPD" orbital_gap_ha=0.3259 charge=-1 largest_force_ev_per_a=2.55 relative_energy_kj_mol=37.9
O -1.02501 0.74117 -0.12795 0.19 -0.18 0.26 -0.111
O 1.43723 1.73384 0.33471 -0.28 -0.22 0.29 -0.139
O 0.41450 -0.31305 -1.52972 -0.25 0.10 0.09 -0.080
O 1.00928 -0.88889 2.64037 0.54 0.31 0.02 -0.090
N -1.59447 -1.21998 -1.01798 -1.73 -1.87 -0.15 0.086
C -0.65947 -0.19640 -0.89633 0.22 0.50 0.05 -0.840
H 1.75300 -0.30203 2.39665 -0.76 -0.31 -0.03 0.035
H 0.28258 -0.59947 2.07360 0.14 0.13 -0.15 0.019
H 0.44785 1.67049 0.37395 0.42 0.02 -0.17 -0.003
H 1.56692 0.96252 -0.24268 0.05 0.16 -0.21 -0.005
H -1.68208 -1.89479 -1.76338 1.04 0.39 -0.12 0.062
H -2.36743 -1.37135 -0.38239 0.41 0.97 0.11 0.065